Entry from OMol25: a 15-piece molecular cluster, C48H138N12O15 overall in a non-equilibrium geometry (ωB97M-V/def2-TZVPD).

Each atom is followed by the atoms it is bonded to, with distances in Å.
Atoms and positions in Å:
1 O -3.624 -4.638 1.798  H2 0.972, H3 0.973
2 H -4.497 -4.599 2.224  O1 0.972
3 H -3.793 -4.536 0.845  O1 0.973
4 O 1.964 2.304 -3.924  H5 0.965, H6 0.968
5 H 1.307 2.903 -3.548  O4 0.965
6 H 1.907 2.446 -4.881  O4 0.968
7 O -0.116 4.528 -3.489  H8 0.975, H9 0.974
8 H -1.070 4.340 -3.412  O7 0.975
9 H -0.083 5.494 -3.607  O7 0.974
10 C 1.650 5.804 -0.545  C11 1.521, H16 1.073, H17 1.093, H18 1.090
11 C 0.474 6.680 -0.949  C10 1.521, C12 1.517, N15 1.479, H19 1.117
12 C -0.220 7.214 0.289  C11 1.517, O13 1.420, H20 1.105, H21 1.093
13 O -0.637 6.157 1.140  C12 1.420, C14 1.415
14 C -1.786 5.450 0.715  O13 1.415, H22 1.102, H23 1.080, H24 1.082
15 N 0.819 7.738 -1.922  C11 1.479, H25 1.024, H26 0.998
16 H 1.302 4.949 0.002  C10 1.073
17 H 2.348 6.408 0.040  C10 1.093
18 H 2.172 5.386 -1.406  C10 1.090
19 H -0.251 6.030 -1.498  C11 1.117
20 H -1.052 7.848 -0.066  C12 1.105
21 H 0.477 7.866 0.822  C12 1.093
22 H -2.590 6.127 0.383  C14 1.102
23 H -2.172 4.845 1.522  C14 1.080
24 H -1.635 4.733 -0.082  C14 1.082
25 H 0.185 8.540 -1.973  N15 1.024
26 H 1.656 8.172 -1.595  N15 0.998
27 C -4.251 3.570 -1.029  C28 1.537, H33 1.084, H34 1.086, H35 1.101
28 C -4.096 4.649 -2.113  C27 1.537, C29 1.498, N32 1.476, H36 1.107
29 C -3.900 4.069 -3.481  C28 1.498, O30 1.463, H37 1.089, H38 1.079
30 O -2.581 3.435 -3.505  C29 1.463, C31 1.394
31 C -2.532 2.363 -4.394  O30 1.394, H39 1.090, H40 1.081, H41 1.108
32 N -5.261 5.554 -2.136  C28 1.476, H42 1.007, H43 1.016
33 H -5.094 2.948 -1.310  C27 1.084
34 H -4.358 4.015 -0.045  C27 1.086
35 H -3.333 2.962 -0.993  C27 1.101
36 H -3.141 5.173 -1.917  C28 1.107
37 H -3.877 4.859 -4.229  C29 1.089
38 H -4.604 3.284 -3.706  C29 1.079
39 H -2.567 2.716 -5.424  C31 1.090
40 H -3.329 1.663 -4.188  C31 1.081
41 H -1.532 1.928 -4.192  C31 1.108
42 H -5.609 5.727 -1.207  N32 1.007
43 H -5.106 6.420 -2.645  N32 1.016
44 C -3.122 -4.424 -2.066  C45 1.532, H50 1.100, H51 1.089, H52 1.092
45 C -2.366 -5.571 -2.744  C44 1.532, C46 1.481, N49 1.522, H53 1.093
46 C -0.920 -5.538 -2.426  C45 1.481, O47 1.426, H54 1.052, H55 1.077
47 O -0.302 -6.642 -3.081  C46 1.426, C48 1.377
48 C 0.981 -6.874 -2.637  O47 1.377, H56 1.114, H57 1.132, H58 1.107
49 N -2.957 -6.916 -2.344  C45 1.522, H59 1.021, H60 1.003
50 H -2.832 -3.485 -2.559  C44 1.100
51 H -2.746 -4.310 -1.051  C44 1.089
52 H -4.205 -4.565 -2.095  C44 1.092
53 H -2.437 -5.341 -3.811  C45 1.093
54 H -0.906 -5.757 -1.396  C46 1.052
55 H -0.494 -4.637 -2.834  C46 1.077
56 H 1.007 -6.940 -1.525  C48 1.114
57 H 1.658 -6.005 -2.898  C48 1.132
58 H 1.469 -7.751 -3.103  C48 1.107
59 H -3.867 -6.976 -2.804  N49 1.021
60 H -2.382 -7.661 -2.692  N49 1.003
61 C 1.669 3.399 3.152  C62 1.507, H67 1.088, H68 1.085, H69 1.090
62 C 1.677 1.941 3.532  C61 1.507, C63 1.551, N66 1.488, H70 1.103
63 C 3.152 1.565 3.832  C62 1.551, O64 1.435, H71 1.087, H72 1.098
64 O 3.375 0.183 4.149  C63 1.435, C65 1.402
65 C 3.283 -0.661 3.034  O64 1.402, H73 1.077, H74 1.090, H75 1.084
66 N 0.801 1.662 4.702  C62 1.488, H76 1.023, H77 1.017
67 H 0.677 3.766 2.897  C61 1.088
68 H 2.387 3.630 2.373  C61 1.085
69 H 1.945 3.981 4.031  C61 1.090
70 H 1.320 1.469 2.601  C62 1.103
71 H 3.379 2.164 4.710  C63 1.087
72 H 3.731 1.820 2.935  C63 1.098
73 H 3.420 -1.640 3.462  C65 1.077
74 H 3.965 -0.489 2.201  C65 1.090
75 H 2.275 -0.744 2.647  C65 1.084
76 H -0.178 1.651 4.407  N66 1.023
77 H 0.965 0.702 4.995  N66 1.017
78 C 6.546 4.035 2.946  C79 1.529, H84 1.102, H85 1.101, H86 1.076
79 C 6.371 4.782 1.623  C78 1.529, C80 1.489, N83 1.473, H87 1.083
80 C 5.209 4.285 0.836  C79 1.489, O81 1.412, H88 1.081, H89 1.094
81 O 5.346 2.895 0.631  C80 1.412, C82 1.384
82 C 4.295 2.347 -0.083  O81 1.384, H90 1.083, H91 1.084, H92 1.102
83 N 6.219 6.247 1.645  C79 1.473, H93 1.010, H94 1.033
84 H 7.533 4.215 3.401  C78 1.102
85 H 6.468 2.950 2.782  C78 1.101
86 H 5.871 4.360 3.719  C78 1.076
87 H 7.281 4.541 1.089  C79 1.083
88 H 5.255 4.808 -0.109  C80 1.081
89 H 4.260 4.584 1.291  C80 1.094
90 H 3.331 2.410 0.408  C82 1.083
91 H 4.583 1.308 -0.195  C82 1.084
92 H 4.133 2.846 -1.053  C82 1.102
93 H 6.980 6.801 2.012  N83 1.010
94 H 5.380 6.513 2.185  N83 1.033
95 C 0.190 -2.796 3.867  C96 1.522, H101 1.105, H102 1.128, H103 1.096
96 C -0.182 -3.325 5.245  C95 1.522, C97 1.525, N100 1.503, H104 1.082
97 C 1.107 -3.696 5.971  C96 1.525, O98 1.435, H105 1.085, H106 1.106
98 O 0.732 -4.573 7.042  C97 1.435, C99 1.398
99 C 1.807 -4.890 7.877  O98 1.398, H107 1.101, H108 1.083, H109 1.103
100 N -1.078 -2.326 5.922  C96 1.503, H110 1.014, H111 1.015
101 H 0.656 -3.587 3.253  C95 1.105
102 H 0.894 -1.922 3.984  C95 1.128
103 H -0.720 -2.441 3.370  C95 1.096
104 H -0.737 -4.243 5.101  C96 1.082
105 H 1.566 -2.813 6.403  C97 1.085
106 H 1.796 -4.191 5.261  C97 1.106
107 H 2.682 -5.195 7.282  C99 1.101
108 H 1.510 -5.758 8.452  C99 1.083
109 H 2.079 -4.074 8.569  C99 1.103
110 H -1.289 -2.691 6.843  N100 1.014
111 H -0.516 -1.485 5.996  N100 1.015
112 C 1.820 -4.617 -5.603  C113 1.545, H118 1.085, H119 1.096, H120 1.076
113 C 0.509 -3.897 -5.992  C112 1.545, C114 1.498, N117 1.465, H121 1.105
114 C 0.497 -2.419 -5.749  C113 1.498, O115 1.405, H122 1.089, H123 1.096
115 O 0.447 -2.212 -4.360  C114 1.405, C116 1.433
116 C 0.865 -0.950 -3.825  O115 1.433, H124 1.113, H125 1.090, H126 1.080
117 N 0.148 -4.045 -7.404  C113 1.465, H127 1.011, H128 1.019
118 H 2.055 -4.406 -4.565  C112 1.085
119 H 2.683 -4.335 -6.217  C112 1.096
120 H 1.667 -5.657 -5.834  C112 1.076
121 H -0.349 -4.304 -5.428  C113 1.105
122 H -0.440 -2.033 -6.146  C114 1.089
123 H 1.358 -1.915 -6.203  C114 1.096
124 H 1.503 -0.435 -4.578  C116 1.113
125 H 1.397 -1.064 -2.881  C116 1.090
126 H -0.027 -0.343 -3.771  C116 1.080
127 H -0.078 -5.014 -7.585  N117 1.011
128 H 0.950 -3.839 -7.998  N117 1.019
129 C -3.380 1.790 5.033  C130 1.527, H135 1.096, H136 1.073, H137 1.097
130 C -3.069 1.100 3.707  C129 1.527, C131 1.487, N134 1.466, H138 1.115
131 C -2.864 1.985 2.530  C130 1.487, O132 1.401, H139 1.090, H140 1.080
132 O -3.812 3.015 2.470  C131 1.401, C133 1.450
133 C -5.126 2.474 2.180  O132 1.450, H141 1.101, H142 1.108, H143 1.082
134 N -1.744 0.478 3.797  C130 1.466, H144 1.014, H145 1.018
135 H -2.492 2.383 5.279  C129 1.096
136 H -3.509 1.079 5.826  C129 1.073
137 H -4.295 2.395 5.021  C129 1.097
138 H -3.901 0.387 3.496  C130 1.115
139 H -2.910 1.312 1.674  C131 1.090
140 H -1.915 2.498 2.595  C131 1.080
141 H -5.773 3.324 1.913  C133 1.101
142 H -5.501 1.985 3.100  C133 1.108
143 H -5.070 1.790 1.343  C133 1.082
144 H -1.587 -0.066 2.956  N134 1.014
145 H -1.802 -0.128 4.613  N134 1.018
146 C 1.418 -4.100 0.014  C147 1.534, H152 1.087, H153 1.104, H154 1.086
147 C 2.563 -3.249 0.576  C146 1.534, C148 1.536, N151 1.480, H155 1.093
148 C 3.694 -4.054 1.234  C147 1.536, O149 1.436, H156 1.095, H157 1.089
149 O 3.135 -4.788 2.336  C148 1.436, C150 1.397
150 C 4.140 -5.576 2.901  O149 1.397, H158 1.099, H159 1.076, H160 1.096
151 N 3.044 -2.355 -0.500  C147 1.480, H161 1.009, H162 1.003
152 H 1.131 -4.892 0.701  C146 1.087
153 H 1.779 -4.625 -0.889  C146 1.104
154 H 0.576 -3.505 -0.327  C146 1.086
155 H 2.143 -2.580 1.330  C147 1.093
156 H 4.393 -3.308 1.624  C148 1.095
157 H 4.124 -4.740 0.507  C148 1.089
158 H 5.089 -5.032 3.010  C150 1.099
159 H 4.377 -6.374 2.218  C150 1.076
160 H 3.753 -5.886 3.879  C150 1.096
161 H 3.195 -2.917 -1.325  N151 1.009
162 H 3.869 -1.868 -0.202  N151 1.003
163 C -6.413 -2.091 0.607  C164 1.573, H169 1.100, H170 1.095, H171 1.080
164 C -6.685 -1.495 2.036  C163 1.573, C165 1.507, N168 1.503, H172 1.089
165 C -7.588 -0.302 1.858  C164 1.507, O166 1.430, H173 1.120, H174 1.106
166 O -7.922 0.277 3.123  C165 1.430, C167 1.397
167 C -8.864 1.308 3.089  O166 1.397, H175 1.093, H176 1.090, H177 1.093
168 N -7.287 -2.509 2.967  C164 1.503, H178 1.011, H179 1.015
169 H -5.697 -2.921 0.686  C163 1.100
170 H -6.217 -1.357 -0.183  C163 1.095
171 H -7.346 -2.520 0.272  C163 1.080
172 H -5.715 -1.224 2.450  C164 1.089
173 H -8.543 -0.591 1.348  C165 1.120
174 H -6.932 0.356 1.258  C165 1.106
175 H -9.177 1.439 4.128  C167 1.093
176 H -9.744 0.956 2.553  C167 1.090
177 H -8.537 2.297 2.755  C167 1.093
178 H -7.839 -1.992 3.637  N168 1.011
179 H -7.900 -3.084 2.397  N168 1.015
180 C 4.345 -2.126 -4.077  C181 1.534, H186 1.096, H187 1.076, H188 1.087
181 C 4.977 -0.729 -4.039  C180 1.534, C182 1.565, N185 1.473, H189 1.102
182 C 4.806 0.051 -5.385  C181 1.565, O183 1.410, H190 1.102, H191 1.103
183 O 5.017 -0.629 -6.603  C182 1.410, C184 1.378
184 C 6.313 -1.030 -6.848  O183 1.378, H192 1.094, H193 1.077, H194 1.097
185 N 4.492 0.030 -2.873  C181 1.473, H195 1.023, H196 0.996
186 H 4.707 -2.682 -4.950  C180 1.096
187 H 3.280 -1.973 -4.081  C180 1.076
188 H 4.678 -2.641 -3.180  C180 1.087
189 H 6.040 -0.841 -3.770  C181 1.102
190 H 5.424 0.962 -5.326  C182 1.102
191 H 3.729 0.283 -5.438  C182 1.103
192 H 6.666 -1.694 -6.053  C184 1.094
193 H 6.918 -0.146 -6.963  C184 1.077
194 H 6.341 -1.515 -7.832  C184 1.097
195 H 3.549 0.387 -3.052  N185 1.023
196 H 5.022 0.853 -2.688  N185 0.996
197 C -0.664 1.973 -0.704  C198 1.542, H203 1.099, H204 1.089, H205 1.099
198 C 0.052 0.813 0.016  C197 1.542, C199 1.536, N202 1.435, H206 1.102
199 C -0.757 -0.471 -0.220  C198 1.536, O200 1.401, H207 1.094, H208 1.099
200 O -1.913 -0.462 0.572  C199 1.401, C201 1.413
201 C -2.659 -1.650 0.403  O200 1.413, H209 1.111, H210 1.075, H211 1.083
202 N 1.416 0.770 -0.429  C198 1.435, H212 1.019, H213 1.008
203 H -0.865 1.711 -1.753  C197 1.099
204 H -0.020 2.851 -0.756  C197 1.089
205 H -1.651 2.111 -0.241  C197 1.099
206 H 0.014 1.019 1.098  C198 1.102
207 H -0.094 -1.277 0.111  C199 1.094
208 H -1.063 -0.567 -1.271  C199 1.099
209 H -2.035 -2.537 0.642  C201 1.111
210 H -2.888 -1.790 -0.638  C201 1.075
211 H -3.509 -1.528 1.061  C201 1.083
212 H 1.541 1.077 -1.393  N202 1.019
213 H 1.972 -0.065 -0.332  N202 1.008

- HOMO-LUMO gap: 8.8 eV
- Total charge: 0
- E_tot: -3697.02946 Ha
- Lowest unoccupied orbital energy: 0.39 eV
- Maximum force: 2.287 eV Å⁻¹
- Highest occupied orbital energy: -8.384 eV